No. 1
Below is a structure of composition C7H12Cl2N3S in a non-equilibrium geometry, with properties calculated with the ωB97M-V functional and the def2-TZVPD basis.

As for the charge: +1. For the largest force on an atom, the calculation gives 0.083 Eh/bohr. Its highest occupied orbital energy (alpha / beta) is -11.11 / -12.83 eV. The multiplicity is 3. As for the expectation value of S²: 2.013.

Each line ends with the natural charge from an NBO analysis.
Element x y z (Å)
C  -1.554  -1.678  1.338  0.161
C  -3.034  -0.526  -0.160  0.292
C  -3.022  -1.503  1.074  -0.215
C  -1.086  0.429  0.516  0.153
C  4.102  0.783  -0.959  -0.626
C  3.061  1.722  -0.269  -0.442
C  1.754  1.807  -0.940  -0.579
N  -0.721  -0.755  1.173  -0.393
N  -2.099  0.293  -0.453  -0.496
N  -3.625  -2.817  0.852  -0.829
S  0.721  0.306  -1.070  0.604
Cl  -4.397  -0.821  -1.193  0.086
Cl  -0.908  1.975  1.262  0.103
H  -1.240  -2.739  1.561  0.237
H  -3.681  -0.905  1.760  0.273
H  4.173  1.147  -2.006  0.214
H  5.124  1.012  -0.472  0.250
H  3.851  -0.297  -1.005  0.218
H  3.339  2.782  -0.288  0.244
H  2.977  1.465  0.877  0.225
H  1.054  2.666  -0.432  0.301
H  1.921  2.233  -2.007  0.286
H  -3.300  -3.437  0.036  0.410
H  -4.594  -2.641  1.030  0.396
H  1.182  -0.500  -0.224  0.125

Cartesian forces (eV/Å) of the 6 atoms listed first:
C -0.536 -2.203 0.689
C 0.504 -0.792 -0.585
C -0.402 -0.099 -1.519
C -1.995 -1.706 1.544
C 0.882 1.730 0.032
C 0.989 -1.094 2.635


No. 2
Below is a structure of composition C7H12ClIO3PPb in a non-equilibrium geometry, with properties calculated with the ωB97M-V functional and the def2-TZVPD basis.

As for the charge: +3. For the relative energy (zero: lowest compared OMol25 entry of this formula, charge and spin), the calculation gives 54.8 kcal per mole. For the largest force on an atom, the calculation gives 0.102 Eh/bohr. Its highest occupied orbital energy (alpha / beta) is -21.06 / -21.07 eV.

Each line ends with the natural charge from an NBO analysis.
Element x y z (Å)
C  2.183  0.093  -0.994  -0.733
C  0.921  0.828  -0.676  0.465
H  2.755  0.707  -1.710  0.346
H  2.116  -0.947  -1.384  0.313
H  2.727  0.088  -0.035  0.284
O  0.875  2.046  -0.481  -0.161
I  -1.195  0.177  2.795  0.294
Pb  1.596  -1.442  2.151  1.361
P  -0.724  -0.231  -0.584  1.314
C  -1.792  1.235  -0.618  -0.954
C  -0.569  -0.599  -2.363  -0.952
H  -1.592  -2.544  -0.153  0.298
H  -2.759  -1.539  -1.038  0.317
H  -2.538  -1.359  0.732  0.266
C  -2.030  -1.548  -0.220  -0.808
H  0.017  -1.506  -2.521  0.294
H  -1.550  -0.764  -2.816  0.324
H  -2.506  1.054  -1.419  0.304
H  -1.226  2.142  -0.851  0.279
H  -0.061  0.225  -2.880  0.275
H  -2.274  1.346  0.354  0.275
C  1.036  1.800  2.038  0.408
O  0.979  2.891  2.368  -0.340
Cl  1.029  -3.290  0.592  -0.567
O  2.330  0.943  5.290  -0.343
C  2.254  0.197  4.423  0.440

Cartesian forces (eV/Å) of the 6 atoms listed first:
C 0.918 -0.561 -0.734
C 1.676 3.986 1.302
H -0.025 -0.078 0.302
H -0.489 0.714 0.376
H 0.134 0.184 -0.253
O -0.270 -4.856 -1.305


No. 3
Below is a cluster of 2 separate species, C7H12F3NO2 in total in a non-equilibrium geometry, with properties calculated with the ωB97M-V functional and the def2-TZVPD basis.

As for the charge: 0. For the relative energy (zero: lowest compared OMol25 entry of this formula, charge and spin), the calculation gives 44.6 kcal per mole. For the largest force on an atom, the calculation gives 0.079 Eh/bohr. Its highest occupied orbital energy is -7.04 eV.

Each line ends with the natural charge from an NBO analysis.
Element x y z (Å)
C  0.117  0.272  0.913  -0.337
C  1.399  0.282  0.468  0.337
C  2.609  0.115  1.331  -0.670
C  2.860  0.716  -1.478  -0.264
C  -1.808  -1.629  0.118  -0.163
C  -1.133  0.367  0.088  0.121
C  -2.325  1.111  0.665  0.941
N  -2.703  -1.914  -0.866  -0.808
O  -1.096  0.569  -1.267  -0.711
O  1.705  0.132  -0.881  -0.568
F  -2.198  2.470  0.819  -0.341
F  -3.438  0.871  -0.031  -0.321
F  -2.493  0.644  1.884  -0.329
H  0.089  0.220  1.929  0.220
H  2.273  -0.266  2.227  0.223
H  3.445  -0.568  0.832  0.217
H  2.940  1.167  1.420  0.227
H  2.803  1.005  -2.572  0.205
H  3.646  -0.008  -1.266  0.185
H  2.982  1.782  -1.084  0.183
H  -0.787  -2.039  0.050  0.197
H  -2.405  -1.655  0.988  0.191
H  -3.688  -1.742  -0.726  0.394
H  -2.350  -2.013  -1.809  0.379
H  -0.443  0.110  -1.752  0.493

Cartesian forces (eV/Å) of the 6 atoms listed first:
C 1.015 1.188 -3.759
C -0.284 -1.487 -1.191
C 1.488 0.789 -2.697
C -0.112 1.995 0.552
C 0.586 2.776 0.074
C -0.427 -3.259 0.126


No. 4
Below is the molecule C7H12F3NO3 in a non-equilibrium geometry, with properties calculated with the ωB97M-V functional and the def2-TZVPD basis.

As for the charge: 0. For the relative energy (zero: lowest compared OMol25 entry of this formula, charge and spin), the calculation gives 10.0 kcal per mole. For the largest force on an atom, the calculation gives 0.109 Eh/bohr. Its highest occupied orbital energy is -9.74 eV. As for the structure (SMILES): C[C@H](O)[C@@H](N[C@H](C)C(F)(F)F)C(=O)O.

Each line ends with the natural charge from an NBO analysis.
Element x y z (Å)
C  -1.923  1.244  0.533  0.755
C  1.803  2.081  -1.070  -0.664
C  -0.872  -2.505  0.800  -0.643
C  -0.920  0.098  0.656  -0.176
C  1.294  0.975  -0.083  -0.079
C  -1.659  -1.192  0.486  0.079
C  2.500  -0.184  -0.005  0.948
N  0.075  0.404  -0.438  -0.640
O  -2.630  1.310  -0.594  -0.683
O  -1.929  2.192  1.307  -0.575
O  -2.070  -1.297  -0.924  -0.742
F  3.678  0.166  0.495  -0.310
F  2.057  -1.166  0.841  -0.360
F  2.609  -0.921  -1.192  -0.354
H  2.612  2.753  -0.666  0.243
H  2.280  1.450  -1.945  0.240
H  0.894  2.789  -1.179  0.233
H  -0.367  -2.287  1.804  0.217
H  -0.018  -2.594  -0.023  0.229
H  -1.478  -3.489  0.946  0.240
H  -0.503  0.036  1.662  0.245
H  1.350  1.375  1.009  0.204
H  -2.545  -1.111  1.105  0.202
H  -0.234  0.998  -1.170  0.395
H  -2.666  0.334  -0.895  0.508
H  -1.337  -1.459  -1.460  0.486

Cartesian forces (eV/Å) of the 6 atoms listed first:
C 0.664 2.813 1.629
C -0.151 -0.542 -0.021
C 1.400 0.274 0.549
C 0.057 0.782 -1.040
C 4.907 0.396 2.629
C 0.589 -2.714 -2.038